(1)
{
  "formula": "C35H52AsLaOP3Se",
  "method": "the ωB97M-V functional and the def2-TZVPD basis",
  "symbols": ["La", "P", "P", "P", "H", "C", "C", "H", "C", "C", "C", "C", "C", "C", "C", "C", "C", "H", "H", "H", "H", "H", "H", "H", "H", "H", "H", "H", "H", "H", "H", "H", "H", "H", "H", "H", "H", "H", "H", "H", "H", "H", "H", "H", "H", "H", "C", "C", "C", "C", "C", "C", "Se", "H", "H", "H", "H", "H", "H", "O", "As", "C", "C", "C", "C", "C", "C", "C", "C", "C", "C", "C", "C", "C", "C", "C", "C", "C", "C", "H", "H", "H", "H", "H", "H", "H", "H", "H", "H", "H", "H", "H", "H", "H"],
  "xyz": [[-0.02475, -0.62471, -0.24819], [0.31872, 2.35348, 0.45823], [-2.61390, 0.79134, -1.01306], [2.74549, 0.10163, -1.14010], [-1.34565, -3.31943, -7.93977], [-0.59595, -4.00688, -7.47690], [-0.61188, -4.40196, -6.15720], [-1.40861, -4.14426, -5.40716], [0.48483, 3.78218, -0.70345], [-1.00633, 2.95993, 1.56058], [1.77415, 2.59122, 1.52865], [-3.21247, -0.13200, -2.48726], [-4.05213, 0.64256, 0.10443], [-2.81405, 2.51893, -1.63888], [3.04586, -0.95616, -2.63764], [4.22241, -0.40712, -0.14925], [3.27403, 1.76265, -1.81776], [0.13574, -4.37194, -8.26778], [0.15268, -5.10786, -5.77271], [0.62411, 4.73084, -0.16046], [-0.41301, 3.87836, -1.32924], [1.35858, 3.61574, -1.34733], [-0.71346, 3.89749, 2.05557], [-1.21337, 2.23599, 2.35610], [-1.92612, 3.15376, 1.00191], [1.77140, 3.58865, 1.98405], [2.69324, 2.49373, 0.94789], [1.78650, 1.86435, 2.34557], [-4.25838, 0.14046, -2.66217], [-3.14585, -1.21307, -2.30079], [-2.61565, 0.15981, -3.36295], [-4.92135, 1.13637, -0.35421], [-3.83947, 1.11217, 1.07598], [-4.28333, -0.41900, 0.26332], [-3.88524, 2.74374, -1.76587], [-2.30406, 2.64777, -2.60506], [-2.38369, 3.24395, -0.93392], [4.12118, -0.93194, -2.87257], [2.46011, -0.56098, -3.48627], [2.75649, -1.99224, -2.39908], [5.05128, -0.68424, -0.82295], [3.96779, -1.28575, 0.46786], [4.54814, 0.42094, 0.50390], [4.33162, 1.70900, -2.14739], [3.16839, 2.53819, -1.03928], [2.62167, 2.05159, -2.67229], [0.32183, 1.19162, -5.48232], [-0.16621, -0.12409, -5.59180], [-0.15414, -0.70919, -6.84563], [0.40308, -0.04560, -7.92803], [0.85622, 1.26509, -7.79421], [0.80788, 1.90147, -6.58018], [0.23657, 2.17474, -3.88299], [-0.54183, 1.00391, -3.33039], [-0.52042, -0.71850, -4.74551], [-0.60190, -1.69291, -6.95085], [0.48110, -0.53985, -8.89313], [1.25294, 1.72465, -8.67650], [1.19376, 2.89877, -6.46071], [-0.14617, -0.78674, 1.84856], [-0.16051, -1.10130, 3.62036], [-1.91818, -1.83993, 3.94121], [-2.72787, -2.15839, 2.84250], [-4.04243, -2.58841, 3.03113], [-4.54664, -2.74339, 4.33161], [-3.74014, -2.45065, 5.44142], [-2.42427, -1.99060, 5.24574], [1.38808, -2.24345, 3.76086], [1.32190, -3.46551, 4.44967], [2.47253, -4.22859, 4.66726], [3.70450, -3.75484, 4.19069], [3.79511, -2.54607, 3.49177], [2.62899, -1.79472, 3.28667], [-0.03407, 0.73303, 4.39455], [-1.20748, 1.41764, 4.72487], [-1.11601, 2.70118, 5.27378], [0.13918, 3.23530, 5.56239], [1.30010, 2.50980, 5.32683], [1.21931, 1.21995, 4.79935], [-2.34387, -2.06221, 1.82421], [-4.67318, -2.80144, 2.15999], [-5.57336, -3.07857, 4.48254], [-4.13534, -2.56999, 6.45885], [-1.80914, -1.74843, 6.11164], [0.36108, -3.83226, 4.79401], [2.41573, -5.20004, 5.17453], [4.60398, -4.33967, 4.35624], [4.75621, -2.21184, 3.07450], [2.70720, -0.86480, 2.72046], [-2.18389, 0.94157, 4.56477], [-2.02261, 3.27063, 5.44354], [0.20826, 4.22541, 5.99273], [2.28223, 2.92798, 5.52602], [2.10621, 0.58195, 4.71186]],
  "total_charge": 3,
  "max_force_ha_per_bohr": 0.0433,
  "lumo_energy_ev": -8.6010,
  "orbital_gap_ev": 6.061
}

***

(2)
{
  "formula": "C35H52AsOP3PrS",
  "method": "the ωB97M-V functional and the def2-TZVPD basis",
  "symbols": ["Pr", "P", "P", "P", "H", "C", "C", "H", "C", "C", "C", "C", "C", "C", "C", "C", "C", "H", "H", "H", "H", "H", "H", "H", "H", "H", "H", "H", "H", "H", "H", "H", "H", "H", "H", "H", "H", "H", "H", "H", "H", "H", "H", "H", "H", "H", "C", "C", "C", "C", "C", "C", "S", "H", "H", "H", "H", "H", "H", "O", "As", "C", "C", "C", "C", "C", "C", "C", "C", "C", "C", "C", "C", "C", "C", "C", "C", "C", "C", "H", "H", "H", "H", "H", "H", "H", "H", "H", "H", "H", "H", "H", "H", "H"],
  "xyz": [[-0.41394, -0.69953, -1.27015], [-1.10608, 1.93610, -0.31001], [-3.36276, -0.65737, -1.54738], [4.22938, 1.62908, -2.10430], [1.33984, -2.09078, -4.53213], [1.86718, -1.70506, -3.65730], [1.15843, -1.96134, -2.37336], [0.37912, -2.74597, -2.42082], [-1.34780, 3.42831, -1.36727], [-2.55265, 2.13147, 0.78312], [0.21681, 2.59062, 0.78038], [-4.11963, -2.05412, -2.46611], [-4.62846, -0.49043, -0.23190], [-3.87978, 0.74819, -2.58860], [5.98173, 1.98481, -2.18066], [3.91548, 0.72242, -0.58583], [3.23521, 3.10415, -2.32202], [2.89962, -2.07033, -3.71971], [1.88629, -2.05504, -1.57313], [-1.85964, 4.20539, -0.77651], [-1.94850, 3.17846, -2.25307], [-0.37157, 3.80942, -1.70324], [-2.43113, 3.04528, 1.37461], [-2.61107, 1.28719, 1.47490], [-3.48206, 2.19366, 0.20836], [-0.24017, 3.12059, 1.62643], [0.87404, 3.27075, 0.21970], [0.81293, 1.76467, 1.18236], [-5.11916, -2.23631, -2.04928], [-3.50073, -2.95536, -2.36352], [-4.21663, -1.79153, -3.52397], [-5.59013, -0.33098, -0.74090], [-4.41975, 0.35858, 0.43145], [-4.66911, -1.41188, 0.36180], [-4.84826, 0.48145, -3.02174], [-3.16943, 0.94190, -3.39576], [-3.98998, 1.65547, -1.98912], [6.12801, 3.06491, -2.08888], [6.37098, 1.63914, -3.14330], [6.48864, 1.45733, -1.36639], [4.70894, 0.98670, 0.12557], [3.92909, -0.35736, -0.76650], [2.93893, 0.98186, -0.14533], [3.91269, 3.93602, -2.54715], [2.66889, 3.31865, -1.40431], [2.52251, 2.97678, -3.14902], [0.11177, 0.31970, -4.15429], [-0.31477, 1.61950, -4.54786], [-1.29337, 1.74657, -5.51809], [-2.01922, 0.60414, -5.87760], [-1.83170, -0.62382, -5.24264], [-0.75597, -0.78947, -4.36251], [1.88034, 0.16450, -3.84987], [3.97000, 0.76308, -3.19157], [0.17750, 2.51990, -4.21319], [-1.45776, 2.69848, -6.02027], [-2.71250, 0.67138, -6.71593], [-2.47260, -1.48299, -5.52761], [-0.54620, -1.79443, -4.01668], [0.29834, -1.01725, 0.78473], [0.31258, -1.27033, 2.50038], [2.07972, -1.71493, 2.99259], [2.43319, -1.70569, 4.34809], [3.75253, -1.96627, 4.73104], [4.72212, -2.21924, 3.75038], [4.36550, -2.23826, 2.39448], [3.04335, -1.99709, 2.01170], [-0.08790, 0.34955, 3.44315], [-1.41051, 0.65161, 3.80036], [-1.67896, 1.78079, 4.58268], [-0.63261, 2.59619, 5.02392], [0.68657, 2.29308, 4.68135], [0.95961, 1.16405, 3.89465], [-0.97906, -2.61153, 2.90400], [-2.27590, -2.51956, 2.37968], [-3.26228, -3.40916, 2.82618], [-2.93950, -4.40974, 3.75791], [-1.62829, -4.54171, 4.22512], [-0.64254, -3.65643, 3.78386], [1.67915, -1.48856, 5.10478], [4.00819, -1.97578, 5.79725], [5.75539, -2.40630, 4.05142], [5.12084, -2.45388, 1.63149], [2.75336, -2.02238, 0.96065], [-2.21857, -0.01548, 3.49337], [-2.71569, 2.00721, 4.86368], [-0.83858, 3.46552, 5.65886], [1.51981, 2.90763, 5.03459], [1.99092, 0.89292, 3.66255], [-2.51532, -1.75287, 1.63526], [-4.28711, -3.30933, 2.45550], [-3.71686, -5.07624, 4.12670], [-1.36318, -5.32993, 4.93726], [0.38986, -3.75308, 4.11847]],
  "total_charge": 3,
  "spin_multiplicity": 3,
  "max_force_ha_per_bohr": 0.0403,
  "lumo_energy_ev": [-7.7028, -7.6287],
  "orbital_gap_ev": [7.585, 7.687]
}

***

(3)
{
  "formula": "C35H52AsP3ReS",
  "method": "the ωB97M-V functional and the def2-TZVPD basis",
  "symbols": ["Re", "P", "P", "P", "H", "C", "C", "H", "C", "C", "C", "C", "C", "C", "C", "C", "C", "H", "H", "H", "H", "H", "H", "H", "H", "H", "H", "H", "H", "H", "H", "H", "H", "H", "H", "H", "H", "H", "H", "H", "H", "H", "H", "H", "H", "H", "C", "C", "C", "C", "C", "C", "S", "H", "H", "H", "H", "H", "H", "C", "C", "C", "C", "C", "C", "As", "C", "C", "C", "C", "C", "C", "C", "C", "C", "C", "C", "C", "H", "H", "H", "H", "H", "H", "H", "H", "H", "H", "H", "H", "H", "H", "H"],
  "xyz": [[-0.53895, -0.40045, -0.63229], [-1.88858, -2.28161, -0.51926], [0.94355, -0.59859, -2.43057], [-2.06472, 0.82224, -1.81844], [0.66701, 1.30186, 1.16081], [-0.30975, 1.28431, 0.66470], [-1.34313, 0.38504, 1.19020], [-1.11245, -0.21201, 2.07499], [-1.52719, -3.69465, 0.59277], [-2.02510, -3.19235, -2.10919], [-3.63945, -1.98899, -0.03287], [2.00364, 0.88570, -2.59614], [2.15617, -1.96464, -2.46682], [0.20380, -0.82700, -4.09243], [-3.40568, 1.68135, -0.92172], [-3.03941, 0.01508, -3.13934], [-1.27958, 2.22250, -2.70132], [-0.61840, 2.23793, 0.22700], [-2.38519, 0.70438, 1.13860], [-1.46348, -3.36764, 1.63895], [-0.57839, -4.17990, 0.33031], [-2.33009, -4.44517, 0.51358], [-1.03614, -3.55769, -2.41993], [-2.43452, -2.56656, -2.91007], [-2.68857, -4.05329, -1.95794], [-3.67258, -1.54751, 0.97269], [-4.15700, -2.95772, -0.00865], [-4.16797, -1.32127, -0.72533], [2.68866, 0.71834, -3.43684], [2.58596, 1.04762, -1.67950], [1.40250, 1.78287, -2.78784], [2.78333, -1.86828, -3.36511], [1.63653, -2.93269, -2.50529], [2.80454, -1.96598, -1.58138], [1.02587, -0.98595, -4.80168], [-0.37854, 0.04315, -4.41640], [-0.44167, -1.71607, -4.09956], [-4.00766, 2.22812, -1.65709], [-3.00872, 2.40079, -0.19756], [-4.05220, 0.97100, -0.39553], [-3.57588, 0.81372, -3.66198], [-3.77349, -0.68767, -2.73085], [-2.40899, -0.51233, -3.85982], [-2.07985, 2.81377, -3.15781], [-0.59083, 1.89135, -3.48522], [-0.73206, 2.86074, -1.99806], [-2.84996, 6.76446, -0.82594], [-2.13689, 7.89857, -1.26204], [-1.99293, 9.00953, -0.42783], [-2.57976, 9.02391, 0.84683], [-3.32885, 7.91674, 1.26844], [-3.47602, 6.80545, 0.43546], [-2.95441, 5.27933, -1.74999], [-2.12957, 5.59723, -2.78083], [-1.68583, 7.89015, -2.24872], [-1.41936, 9.87955, -0.75453], [-2.45782, 9.89067, 1.50755], [-3.79797, 7.92120, 2.25592], [-4.06029, 5.94807, 0.75871], [4.50039, -5.20638, 0.42396], [3.28704, -5.25191, -0.26869], [2.35537, -4.21978, -0.11759], [2.66451, -3.11438, 0.70537], [3.85660, -3.09827, 1.43341], [4.78464, -4.14003, 1.28752], [1.29792, -1.65148, 1.00518], [0.74505, -2.38959, 2.78845], [0.13277, -1.56986, 3.75419], [-0.37805, -2.13212, 4.93078], [-0.29052, -3.50659, 5.15223], [0.32567, -4.32716, 4.20045], [0.86723, -3.76307, 3.03573], [2.68329, -0.32359, 1.53260], [2.79051, 0.20399, 2.81980], [3.83323, 1.09406, 3.12112], [4.75767, 1.45359, 2.13537], [4.64324, 0.93262, 0.84341], [3.61523, 0.03436, 0.54785], [5.22534, -6.00902, 0.30388], [3.05559, -6.09593, -0.92880], [1.40235, -4.26367, -0.64801], [4.08248, -2.27372, 2.11371], [5.72009, -4.10948, 1.85028], [0.05874, -0.49124, 3.60625], [-0.85303, -1.48349, 5.67156], [-0.70229, -3.94665, 6.05957], [0.38776, -5.40809, 4.35602], [1.37634, -4.41209, 2.32284], [2.08750, -0.08106, 3.60219], [3.92473, 1.50094, 4.13155], [5.57471, 2.13950, 2.37756], [5.35691, 1.21626, 0.07429], [3.55534, -0.41741, -0.45180]],
  "total_charge": 4,
  "spin_multiplicity": 4,
  "max_force_ha_per_bohr": 0.0731,
  "lumo_energy_ev": [-14.8412, -15.3797],
  "orbital_gap_ev": [1.964, 1.197]
}